1.
The following is a quantum chemistry calculation of a molecular structure, C18H26F6LiN4O7PS2 at a distorted geometry, from the OMol25 dataset.

Summary:
HOMO level (eV): -9.465
M (g mol⁻¹): 626.5
Orbital gap (eV): 9.2
Energy relative to the best compared isomer or geometry (same formula, charge and spin) (kcal per mole): 21.0
Electronic energy (eV): -86855.71803

Each line ends with the Löwdin charge.
CARTESIAN COORDINATES (ANGSTROEM)
Li (0.08379, -0.64282, 1.13742)  0.596
C (0.03721, 2.82785, 1.50620)  0.014
C (-1.26347, 2.05871, 1.28073)  -0.467
O (-1.12474, 0.71671, 1.53463)  -0.269
C (-2.33550, 2.63274, 2.23238)  -0.563
F (-3.54549, 2.05754, 2.05522)  0.134
F (-1.98596, 2.38325, 3.50323)  0.148
F (-2.51149, 3.94895, 2.11722)  0.168
C (-1.69759, 2.23516, -0.19229)  -0.567
F (-0.71390, 1.81813, -1.00313)  0.153
F (-2.78176, 1.50145, -0.49403)  0.143
F (-1.97555, 3.50391, -0.51693)  0.161
H (0.31897, 2.74683, 2.55541)  0.087
H (-0.04142, 3.88278, 1.24654)  0.102
H (0.82230, 2.37942, 0.90046)  0.091
O (2.32883, 5.01148, 2.82405)  -0.273
S (3.48191, 4.20567, 3.07710)  0.647
O (4.79490, 4.70169, 2.81064)  -0.269
N (3.27027, 2.74873, 2.28547)  -0.054
C (3.12932, 1.79700, 3.12925)  -0.664
S (2.90781, 0.16345, 2.56098)  0.928
C (3.20555, 2.16403, 4.57907)  -0.199
C (3.13874, 1.36236, 5.70377)  -0.022
C (3.27353, 1.97267, 6.94685)  -0.055
C (3.48118, 3.34517, 7.05278)  -0.058
C (3.55684, 4.14686, 5.91916)  -0.021
C (3.40659, 3.52360, 4.69956)  -0.223
H (2.98855, 0.29236, 5.62123)  0.091
H (3.22578, 1.37116, 7.84499)  0.108
H (3.59248, 3.79533, 8.03105)  0.109
H (3.72514, 5.21339, 5.99161)  0.126
N (1.12934, -1.06679, 4.79058)  -0.070
C (-0.14083, -0.67513, 4.14718)  -0.292
P (-0.97177, -2.09682, 3.32251)  0.414
O (-0.71810, -3.28680, 4.17936)  -0.337
O (-0.70980, -2.12492, 1.81976)  -0.426
C (-2.76064, -1.62007, 3.34773)  -0.190
N (-3.13095, -1.07732, 2.00789)  0.089
H (1.14860, -2.07953, 4.87150)  0.070
H (1.14925, -0.71312, 5.73739)  0.073
H (2.34232, -0.35656, 3.66882)  -0.138
H (0.02340, 0.14011, 3.43667)  0.046
H (-0.86685, -0.30580, 4.87699)  0.091
H (-2.98159, -0.87163, 4.10479)  0.097
H (-3.35172, -2.51274, 3.54545)  0.099
H (-2.45959, -0.20368, 1.73685)  0.124
H (-4.11390, -0.84096, 1.92435)  0.147
H (-2.86390, -1.76987, 1.31025)  0.131
O (2.24456, -2.72105, 1.84282)  0.076
C (2.10282, -2.53568, 0.54084)  -0.525
O (1.49080, -1.60112, 0.07843)  0.020
C (2.80519, -3.55331, -0.33828)  -0.222
N (3.32397, -4.64635, 0.49904)  -0.027
C (4.78724, -4.74869, 0.31252)  -0.187
C (5.18089, -3.32928, -0.06616)  -0.161
C (4.04353, -2.92297, -1.00331)  -0.111
H (2.07713, -3.88301, -1.07831)  0.160
H (2.84002, -5.51876, 0.34660)  0.127
H (2.71508, -3.58943, 1.90502)  0.117
H (5.03572, -5.43572, -0.50121)  0.115
H (5.26759, -5.10644, 1.22061)  0.113
H (6.16234, -3.27296, -0.53371)  0.115
H (5.18902, -2.69054, 0.82167)  0.117
H (4.19047, -3.37399, -1.98564)  0.120
H (3.93205, -1.84843, -1.13723)  0.123



2.
The following is a quantum chemistry calculation of a molecular structure, C18H26I2N4O6PdSi2, from the OMol25 dataset.

Summary:
HOMO level (eV): -9.649
M (g mol⁻¹): 810.8
Orbital gap (eV): 6.4
Energy relative to the best compared isomer or geometry (same formula, charge and spin) (kcal per mole): 4.8
Electronic energy (eV): -72766.04349

Each line ends with the Löwdin charge.
CARTESIAN COORDINATES (ANGSTROEM)
Pd (0.08923, -0.12718, 0.74097)  0.953
I (-3.71275, -2.95400, 2.52575)  0.799
C (-1.61152, -2.77884, 2.40997)  -1.097
I (-0.73098, -2.58231, 0.47561)  1.396
H (-1.18384, -3.69018, 2.81169)  -0.035
H (-1.28080, -1.92542, 2.99444)  -0.050
C (-1.15185, 2.34562, 3.78031)  -0.165
Si (-1.74791, 2.38432, 1.99479)  0.446
C (-0.81962, 3.66173, 0.99546)  -0.163
C (-3.52581, 2.96305, 2.20034)  -0.183
C (-1.82139, 0.64720, 1.18212)  -0.379
Si (-3.06664, 0.57979, -0.29516)  0.405
C (-4.78092, 0.40979, 0.46829)  -0.182
C (-3.06012, 2.13885, -1.33688)  -0.182
C (-2.99665, -0.87572, -1.48253)  -0.231
H (-1.39496, 3.31719, 4.21903)  0.040
H (-0.08754, 2.19150, 3.93845)  0.007
H (-1.69507, 1.59141, 4.35429)  0.043
H (-1.10843, 4.65693, 1.34347)  0.042
H (-1.05150, 3.59957, -0.06771)  0.021
H (0.25727, 3.56416, 1.10531)  0.021
H (-3.49306, 3.90100, 2.76125)  0.041
H (-4.11400, 2.25335, 2.78518)  0.040
H (-4.04846, 3.15594, 1.26460)  0.019
H (-2.18089, -0.04196, 1.95969)  -0.010
H (-5.12768, 1.28807, 1.00658)  0.010
H (-4.83579, -0.44532, 1.14101)  -0.033
H (-5.48312, 0.22387, -0.34938)  0.042
H (-3.11433, 3.06517, -0.76458)  0.012
H (-3.94413, 2.10357, -1.97982)  0.041
H (-2.18126, 2.18540, -1.97858)  0.025
H (-3.45073, -1.77182, -1.05481)  0.010
H (-2.01224, -1.12828, -1.86910)  -0.012
H (-3.61499, -0.57953, -2.33578)  0.042
N (1.38041, -1.13094, -4.82031)  0.145
C (1.30369, -0.39219, -3.93879)  -0.340
N (1.30392, 0.51039, -2.95586)  0.149
C (0.50644, 0.47098, -2.00059)  -0.293
N (-0.23849, 0.57833, -1.07516)  0.028
O (0.62408, -0.37492, 2.71339)  -0.115
C (1.28760, 0.70352, 2.65072)  -0.451
O (1.16703, 1.42638, 1.62584)  -0.081
H (1.95403, 0.99034, 3.46729)  0.158
O (2.04600, -0.88543, 0.17507)  -0.131
C (2.08654, -1.69485, -0.80955)  -0.645
O (1.08347, -2.20997, -1.34684)  -0.221
C (3.44298, -1.99335, -1.37832)  -0.119
C (3.53964, -2.72398, -2.55738)  0.003
C (4.78325, -2.99815, -3.10098)  0.023
C (5.90512, -2.53496, -2.43878)  -0.137
C (5.83618, -1.80164, -1.26755)  0.013
C (4.58713, -1.52649, -0.74014)  0.006
N (7.23672, -2.83171, -3.00690)  -0.352
O (7.28032, -3.48834, -4.02631)  0.080
O (8.20810, -2.40420, -2.41624)  0.075
H (2.63582, -3.05530, -3.04799)  0.112
H (4.89212, -3.55367, -4.01985)  0.123
H (6.74423, -1.45879, -0.79566)  0.119
H (4.48618, -0.94795, 0.16664)  0.118



3.
The following is a quantum chemistry calculation of 2 unconnected molecules or ions with the total composition C18H26INO8S at a distorted geometry, from the OMol25 dataset.

Summary:
HOMO level (eV): -9.284
M (g mol⁻¹): 543.4
SMILES: C#CCCC[C@@H]1C[C@@H](C#C)[C@@](CON=O)([C@@H](I)CC)S(=O)(=O)O1.COC(=O)OC
Orbital gap (eV): 8.7
Electronic energy (eV): -55885.64715

Each line ends with the Löwdin charge.
CARTESIAN COORDINATES (ANGSTROEM)
C (-1.54651, -2.81508, 2.92041)  0.096
C (-0.56377, -2.11830, 2.97869)  -0.145
C (0.64145, -1.21495, 2.93432)  -0.194
C (1.43443, -1.60877, 1.63931)  -0.195
C (2.60212, -0.62184, 1.37666)  -0.124
C (3.37254, -0.89042, 0.01402)  -0.289
C (3.38875, 0.43663, -0.76409)  -0.112
C (2.00725, 0.73191, -1.44846)  -0.237
C (2.05626, 2.17219, -1.84985)  -0.094
C (2.14076, 3.29666, -2.27628)  0.142
C (1.65197, -0.26031, -2.62127)  -0.398
C (0.15143, -0.68817, -2.41240)  -0.165
O (-0.67929, 0.44102, -2.12275)  -0.112
N (-1.33989, 0.19951, -0.89440)  -0.007
O (-1.31480, 1.14812, -0.21705)  0.089
C (1.93671, 0.31174, -4.03654)  -0.598
I (2.19238, -1.21347, -5.58543)  0.988
C (0.81130, 1.29297, -4.54117)  -0.300
C (-0.36001, 0.68914, -5.36736)  -0.179
S (2.58169, -1.81627, -2.26348)  0.623
O (1.82143, -2.95768, -2.71498)  -0.292
O (3.92435, -1.76623, -2.79173)  -0.294
O (2.67003, -1.96401, -0.65255)  -0.202
H (-2.29560, -3.54292, 2.65224)  0.032
H (1.22206, -1.43762, 3.84471)  0.114
H (0.35487, -0.15269, 2.93611)  0.113
H (1.82711, -2.62377, 1.81963)  0.129
H (0.68612, -1.61157, 0.83069)  0.100
H (3.29096, -0.67771, 2.23550)  0.123
H (2.16738, 0.39692, 1.36155)  0.111
H (4.37952, -1.23082, 0.30635)  0.155
H (4.13863, 0.39964, -1.57930)  0.125
H (3.70430, 1.27216, -0.12041)  0.136
H (1.26963, 0.65894, -0.62728)  0.126
H (2.43614, 4.25004, -2.68619)  0.050
H (0.15255, -1.33457, -1.51042)  0.113
H (-0.21863, -1.32529, -3.22877)  0.122
H (2.87017, 0.89248, -3.99568)  0.088
H (0.38145, 1.87220, -3.70915)  0.082
H (1.32580, 2.03523, -5.17851)  0.113
H (-0.72298, -0.28228, -5.01190)  0.045
H (-1.21381, 1.39077, -5.26300)  0.080
H (-0.13101, 0.68207, -6.44401)  0.053
C (-4.83920, 0.79576, 6.81397)  -0.044
O (-4.63257, 0.05972, 5.60891)  0.003
C (-4.58713, 0.81442, 4.50832)  -0.621
O (-4.70304, 2.01145, 4.46797)  0.123
O (-4.39095, 0.01000, 3.46284)  0.000
C (-4.32057, 0.68659, 2.20838)  -0.043
H (-4.85641, 0.07509, 7.62796)  0.093
H (-4.02373, 1.49871, 6.98029)  0.097
H (-5.79318, 1.32107, 6.78552)  0.097
H (-3.48698, 1.38783, 2.19422)  0.093
H (-5.25589, 1.20295, 1.99444)  0.098
H (-4.15393, -0.07263, 1.44788)  0.090